No. 1
ORCA calculation (ωB97M-V/def2-TZVPD) on a cluster of 2 separate species, C11H19BF2NO10S in total in a non-equilibrium geometry.

ORCA input file:
```
! wB97M-V def2-TZVPD RIJCOSX def2/J DEFGRID3
* xyz -1 1
O -0.36151 3.36661 2.80068
C 0.23053 2.78175 1.91851
O 1.33396 2.00958 2.09980
S 1.60018 1.41577 3.66454
N -0.12939 2.85212 0.56567
C -1.52827 2.46429 0.37580
C -1.85405 1.00862 0.75943
C -3.06556 0.48008 -0.02328
C -4.06852 -0.25966 0.84816
O -4.95719 0.63978 1.51684
C 0.77727 2.16372 -0.34045
O 0.34368 2.45747 -1.65634
C 1.21418 1.96509 -2.60684
O 1.07553 0.57099 -2.70216
C 1.34976 0.03288 -3.97255
C 2.12783 -1.25449 -3.84815
O 1.49262 -2.07651 -2.88730
H 1.31124 0.12187 3.39657
H -1.83150 2.65400 -0.64702
H -2.12381 3.12348 1.00237
H -1.00746 0.34313 0.62686
H -2.13131 1.00145 1.81418
H -2.75284 -0.17319 -0.83590
H -3.61090 1.30089 -0.49224
H -3.55724 -0.88476 1.57990
H -4.70856 -0.88738 0.23485
H -4.42359 1.34677 1.88252
H 0.81403 1.08629 -0.18446
H 1.78117 2.56203 -0.19641
H 2.25506 2.20435 -2.34686
H 0.97707 2.46144 -3.54915
H 0.41730 -0.15879 -4.50760
H 1.95069 0.72054 -4.57326
H 3.16786 -1.05468 -3.58363
H 2.09878 -1.75007 -4.82364
H 1.97150 -2.90174 -2.84744
B 1.86453 -4.67481 2.18168
O 1.24654 -3.70105 1.22305
C 1.03870 -2.55835 1.83287
O 0.55564 -1.56370 1.35734
C 1.51764 -2.69339 3.28317
O 1.45943 -1.80919 4.10050
O 1.98228 -3.90069 3.46461
F 3.11708 -5.06128 1.73785
F 1.03963 -5.77125 2.35692
*
```

Calculated values
- LUMO energy (Ha) = 0.093
- orbital gap (eV) = 9.20
- F_max (eV/Å) = 1.06

No. 2
ORCA calculation (ωB97M-V/def2-TZVPD) on a cluster of 4 separate species, C11H19Cl2NO7 in total in a non-equilibrium geometry.

ORCA input file:
```
! wB97M-V def2-TZVPD RIJCOSX def2/J DEFGRID3
* xyz 0 1
C -0.26138 2.99500 -6.46655
C 0.07519 1.48998 -6.32756
O -0.93053 0.94579 -7.16383
C -1.41883 1.82617 -7.96036
O -1.98562 1.57060 -9.03102
O -1.19182 3.02991 -7.55989
H 0.65761 3.51718 -6.73278
H -0.78058 3.32216 -5.56571
H 0.02281 0.97109 -5.37042
H 1.04517 1.19153 -6.72526
C 1.34332 1.07626 0.32069
C 0.02145 0.38427 0.60641
O -0.49803 0.68664 -0.63915
C 0.36790 0.74901 -1.58570
O 0.14923 0.81944 -2.83386
O 1.50585 0.66369 -1.03265
H 2.15640 0.76499 0.97652
H 1.36079 2.16598 0.30379
H -0.45648 0.90560 1.43580
H 0.15784 -0.67732 0.81265
C -1.41923 0.79306 4.23943
C 0.04844 0.85392 4.64320
O 0.62459 1.97672 4.81638
N 0.73430 -0.31160 4.62347
C 2.09535 -0.25192 5.07174
H -1.67653 -0.19616 3.86081
H -1.53931 1.58537 3.50055
H -2.04476 0.95955 5.11639
H 0.22495 -1.18246 4.57582
H 2.52873 -1.24072 4.92153
H 2.02471 -0.03009 6.13660
H 2.66604 0.48127 4.50179
Cl -2.06089 -2.26561 2.26406
C -1.22994 -3.86982 2.33145
C -0.03823 -4.04189 1.44902
Cl -0.44274 -4.28796 -0.22706
H -1.88577 -4.67109 1.99089
H -1.05074 -4.24567 3.33878
H 0.25710 -5.03464 1.78860
H 0.84366 -3.41823 1.59543
*
```

Calculated values
- LUMO energy (Ha) = -0.004
- orbital gap (eV) = 9.87
- F_max (eV/Å) = 6.57
- ΔE to the lowest compared entry with this formula, charge and spin (kJ/mol) = 175.20

No. 3
ORCA calculation (ωB97M-V/def2-TZVPD) on the ion C11H19F3N with charge +1 in a non-equilibrium geometry.

ORCA input file:
```
! wB97M-V def2-TZVPD RIJCOSX def2/J DEFGRID3
* xyz 1 1
C 0.19841 -0.09579 1.15354
C 0.99476 0.92227 0.40481
C -0.68727 -0.91930 0.57263
C 0.60656 2.14891 -0.01695
C 0.41366 0.11639 2.60735
C 1.64598 3.36629 -1.86822
C -0.52028 -3.17508 1.59875
C -0.54995 -2.13896 -1.74484
C -1.61933 0.03797 -1.44274
C 1.49474 3.29062 -0.38037
C -1.52453 -2.01920 1.20647
N -0.60737 -0.87129 -0.86513
F 2.26367 0.51299 0.13514
F -0.66804 2.57489 0.11855
F -2.21656 -1.60005 2.25656
H 0.76769 -0.78346 3.17019
H -0.53866 0.41460 3.10125
H 1.16653 0.92671 2.66814
H 0.77595 3.52405 -2.51088
H 2.30930 4.08682 -2.35864
H 2.11527 2.40831 -2.26416
H 0.24608 -3.02077 2.42089
H -1.15947 -3.99143 2.01585
H -0.08744 -3.77083 0.75887
H -1.13975 -2.88772 -1.32754
H -0.86895 -1.85559 -2.65864
H 0.58562 -2.37271 -1.68021
H -2.54474 -0.43725 -1.39032
H -1.54739 0.97046 -0.90728
H -1.21510 0.14862 -2.43610
H 2.52621 3.18482 0.07035
H 1.19016 4.14060 0.11932
H -2.12015 -2.49329 0.50672
H 0.31440 -0.34258 -1.03336
*
```

Calculated values
- LUMO energy (Ha) = -0.114
- orbital gap (eV) = 10.09
- F_max (eV/Å) = 5.96
- ΔE to the lowest compared entry with this formula, charge and spin (kJ/mol) = 0.00

No. 4
ORCA calculation (ωB97M-V/def2-TZVPD) on a cluster of 2 separate species, C11H19F3N4O2 in total in a non-equilibrium geometry.

ORCA input file:
```
! wB97M-V def2-TZVPD RIJCOSX def2/J DEFGRID3
* xyz 0 1
C 4.16871 2.59204 -0.91707
N 2.87054 2.78931 -0.26250
C 1.79514 2.01852 -0.89869
N 0.61148 2.84166 -1.12220
C -0.61660 2.05328 -1.26783
C -0.62847 0.97912 -2.37835
O -1.53695 1.10121 -3.23668
O 0.19098 0.00789 -2.35100
C 0.78856 3.83827 -2.10922
F -0.19280 3.89202 -3.00587
F 1.94610 3.71767 -2.79362
F 0.85341 5.06568 -1.53043
H 4.81433 3.44651 -0.74027
H 4.04763 2.52053 -1.99129
H 4.66105 1.66901 -0.60347
H 2.97807 2.44789 0.67869
H 2.13100 1.52553 -1.80406
H 1.50870 1.20991 -0.23080
H -1.49128 2.67314 -1.39708
H -0.76305 1.52835 -0.31881
C 0.90411 -3.70903 2.49432
C -0.10343 -2.65493 2.92066
N -1.05992 -2.35265 1.85288
C -0.75223 -1.74847 0.65415
C -1.91247 -1.62051 -0.02683
N -2.90863 -2.13716 0.76543
C -2.36873 -2.58209 1.89715
C -4.33070 -2.18062 0.42865
H 1.45092 -3.39579 1.60534
H 1.62531 -3.88057 3.29101
H 0.40748 -4.65191 2.26505
H 0.39837 -1.72513 3.18595
H -0.66399 -2.98857 3.79195
H 0.26127 -1.47692 0.41476
H -2.14025 -1.20660 -0.99848
H -2.90156 -3.04112 2.71103
H -4.89553 -1.61975 1.16915
H -4.66968 -3.21351 0.40685
H -4.47689 -1.73220 -0.54847
*
```

Calculated values
- LUMO energy (Ha) = -0.021
- orbital gap (eV) = 6.31
- F_max (eV/Å) = 2.04

No. 5
ORCA calculation (ωB97M-V/def2-TZVPD) on the ion C11H19N2O2 with charge +1 in a non-equilibrium geometry.

ORCA input file:
```
! wB97M-V def2-TZVPD RIJCOSX def2/J DEFGRID3
* xyz 1 1
C -1.48892 -1.13886 -1.95812
C -1.69934 0.08759 -1.43587
C -0.25996 -0.90034 -0.14755
C -0.62527 1.27797 1.95129
C 1.57726 -2.89719 -1.44903
C 1.79507 1.39736 0.32388
C 0.71382 2.53053 -1.58624
C -1.47970 -0.06464 3.64211
C 0.07147 -3.11257 -1.18010
C -0.66299 1.46458 0.42700
C 0.56004 2.12832 -0.17013
N -0.62300 -1.81771 -1.01338
N -0.93196 0.23002 -0.31638
O 0.03566 1.95367 2.68102
O -1.51847 0.34753 2.29322
H -2.02856 -1.59487 -2.74608
H -2.13049 1.05286 -1.84621
H 0.32370 -0.96433 0.70771
H 1.96895 -2.07954 -2.09602
H 1.77587 -3.91068 -1.82674
H 2.26301 -2.83130 -0.43848
H 1.79471 0.36966 -0.14169
H 1.92807 1.10085 1.44862
H 2.68884 2.05672 0.04400
H 0.56244 3.65819 -1.62052
H -0.09225 2.12296 -2.13725
H 1.66019 2.28444 -2.09270
H -2.29148 -0.80595 3.78403
H -1.61219 0.66231 4.52760
H -0.58928 -0.56376 3.75167
H -0.15172 -3.66979 -0.19039
H -0.57417 -3.56512 -1.90589
H -1.55199 2.17865 0.31903
H 0.59262 3.01243 0.39758
*
```

Calculated values
- LUMO energy (Ha) = -0.103
- orbital gap (eV) = 11.12
- F_max (eV/Å) = 3.62
- ΔE to the lowest compared entry with this formula, charge and spin (kJ/mol) = 273.65

No. 6
ORCA calculation (ωB97M-V/def2-TZVPD) on an isolated molecule of C11H19N5OS in a non-equilibrium geometry.

ORCA input file:
```
! wB97M-V def2-TZVPD RIJCOSX def2/J DEFGRID3
* xyz 0 1
C 1.35114 -1.05995 4.94565
H 0.83789 -0.42091 5.66131
C 0.34064 -1.78971 4.06687
C -0.53786 -0.84585 3.23134
N -0.20935 -0.90342 1.81615
C -1.25033 -0.32123 0.98858
C -0.91884 -0.53677 -0.49120
N 0.37947 0.00117 -0.87442
C 0.37890 1.44284 -1.03808
C -0.19090 1.82786 -2.39394
O -0.66025 2.91162 -2.65556
N -0.09349 0.82384 -3.31306
C -0.53474 0.94751 -4.59619
N -0.47569 0.00261 -5.47555
N -0.96585 0.36282 -6.65466
C -1.39757 1.56835 -6.68640
S -1.23951 2.43909 -5.18518
H -1.82423 2.01486 -7.56089
H 0.28492 -0.06368 -2.99586
H 1.41108 1.80697 -1.01697
H -0.17906 1.99616 -0.27003
C 1.39359 -0.51623 0.02776
C 1.06540 -0.28334 1.50445
H 1.84262 -0.74466 2.11334
H 1.05255 0.80220 1.72232
H 2.35730 -0.06738 -0.22150
H 1.45440 -1.59412 -0.14712
H -1.69221 -0.08305 -1.11458
H -0.89315 -1.61184 -0.68821
H -2.19642 -0.81833 1.21367
H -1.37829 0.75840 1.19516
H -1.58321 -1.15006 3.32183
H -0.45857 0.18493 3.62029
H -0.29815 -2.39674 4.71009
H 0.85532 -2.46987 3.38688
H 1.95391 -1.77567 5.50029
H 2.01856 -0.43841 4.35342
*
```

Calculated values
- LUMO energy (Ha) = 0.025
- orbital gap (eV) = 9.54
- F_max (eV/Å) = 1.71
- ΔE to the lowest compared entry with this formula, charge and spin (kJ/mol) = 0.00

No. 7
ORCA calculation (ωB97M-V/def2-TZVPD) on an isolated molecule of C11H19NO2 in a non-equilibrium geometry.

ORCA input file:
```
! wB97M-V def2-TZVPD RIJCOSX def2/J DEFGRID3
* xyz 0 1
C -3.86332 0.70789 -0.98864
C -2.36382 0.68632 -0.98446
C -1.76229 -0.83265 -0.92244
C -2.00485 -1.53225 0.43142
C -1.54569 -0.79443 1.68435
C 0.04647 -0.59879 1.86074
C 0.57950 0.37177 0.72529
C 1.52937 0.18361 -0.24066
C 2.09999 1.51796 -0.66119
C 0.55770 1.86111 1.12392
C 2.25148 -1.03168 -0.53629
H -4.11432 -0.21022 -1.56154
H -4.32487 1.55910 -1.51391
H -4.22725 0.63158 0.05649
H -2.03854 1.12866 -1.95415
H -1.94486 1.31745 -0.18510
H -2.39451 -1.35513 -1.67206
H -0.72403 -0.77513 -1.19714
H -3.16758 -1.59235 0.46291
H -1.62418 -2.56188 0.54177
H -1.79259 -1.31728 2.61384
H -1.95964 0.25092 1.71131
H 0.22410 -0.02928 2.83259
H 0.55643 -1.63520 1.72141
H 1.98203 1.41633 -1.75198
H 3.24173 1.51953 -0.42894
H 0.47411 2.96954 -0.69253
H -0.44356 2.46251 1.19907
H 1.25746 1.86693 2.09278
H 0.45456 -1.72176 -0.46024
N 1.19508 2.62484 0.00398
O 1.36070 -2.02991 -0.76843
O 3.52088 -1.16152 -0.58090
*
```

Calculated values
- LUMO energy (Ha) = 0.017
- orbital gap (eV) = 9.67
- F_max (eV/Å) = 5.42
- ΔE to the lowest compared entry with this formula, charge and spin (kJ/mol) = 334.20

No. 8
ORCA calculation (ωB97M-V/def2-TZVPD) on an isolated molecule of C11H19NO2 in a non-equilibrium geometry.

ORCA input file:
```
! wB97M-V def2-TZVPD RIJCOSX def2/J DEFGRID3
* xyz 0 1
O 3.61936 1.07307 1.17095
O -3.94214 -1.71854 -0.91374
C 0.17661 0.19102 1.54664
C 0.15106 0.51006 0.17303
C -0.84568 0.14389 -0.73654
C -2.07309 -0.33814 -0.40050
N 2.23764 1.33540 1.19744
C -3.03618 -0.75874 -1.39842
C 2.18905 -0.60199 3.02290
C 1.06617 1.63872 3.33710
C 2.34931 0.49558 -1.17412
C 1.40140 2.53802 -0.52784
C 1.43268 0.61676 2.27669
C 1.44086 1.18867 -0.09657
H 4.12897 1.72861 0.69694
H -4.56846 -1.83451 -1.61286
H -0.67058 -0.25552 2.15907
H -0.63227 0.28920 -1.82071
H -2.22960 -0.33016 0.61402
H -3.78116 -0.00494 -1.80643
H -2.54668 -1.21987 -2.28530
H 1.43408 -1.11357 3.57969
H 2.61871 -1.29243 2.25140
H 2.90203 -0.25111 3.75572
H 0.74023 1.11798 4.20939
H 0.29658 2.34919 2.98786
H 1.92811 2.19176 3.54837
H 3.39626 0.86370 -1.32202
H 1.72990 0.56742 -2.07318
H 2.45509 -0.49147 -0.94183
H 2.37357 2.93150 -0.71079
H 0.96565 3.28096 0.18605
H 0.75540 2.62232 -1.42958
*
```

Calculated values
- LUMO energy (Ha) = 0.013
- orbital gap (eV) = 8.19
- F_max (eV/Å) = 6.33
- ΔE to the lowest compared entry with this formula, charge and spin (kJ/mol) = 549.37